Entry w
C5H12N2 | ωB97M-V with the def2-TZVPD basis set

Values from the calculation:
Kohn-Sham gap (alpha / beta) ... 3.0 / 8.4 eV
Total charge ... -1
E_LUMO (alpha / beta) ... 0.1547 / 0.1489 Ha
2S+1 ... 2
HOMO energy (alpha / beta) ... 1.243 / -4.384 eV

Last column: natural (NBO) charge in e.
Element x y z (Å)
N  0.970  1.624  1.492  -0.87
N  -0.957  -0.024  -1.457  -0.68
C  0.201  -0.502  0.679  -0.57
C  -1.052  -0.133  -0.040  0.19
C  1.304  0.503  0.705  -0.58
C  0.231  -0.883  -2.070  -0.59
C  -2.309  -0.126  0.566  -0.53
H  -0.295  -0.668  1.756  0.20
H  1.524  0.569  -0.302  0.19
H  -0.009  -1.757  -1.524  0.20
H  2.214  0.008  1.224  0.11
H  -0.855  0.727  -2.098  0.38
H  -0.016  -0.891  -3.128  0.18
H  1.724  2.417  1.589  0.32
H  1.307  -0.516  -2.048  0.17
H  0.657  -1.612  0.443  0.17
H  0.803  1.375  2.444  0.34
H  -3.115  0.476  0.207  0.19
H  -2.327  -0.588  1.560  0.18



Entry x
C5H12N2 | ωB97M-V with the def2-TZVPD basis set

Values from the calculation:
Kohn-Sham gap (alpha / beta) ... 2.4 / 7.9 eV
Total charge ... -1
E_LUMO (alpha / beta) ... 0.1427 / 0.1428 Ha
2S+1 ... 2
HOMO energy (alpha / beta) ... 1.521 / -4.048 eV

Last column: natural (NBO) charge in e.
Element x y z (Å)
N  -1.974  0.313  -1.628  -0.90
N  0.768  1.640  -1.100  -0.83
C  1.272  -1.238  1.515  -0.33
C  0.765  0.209  0.926  -0.52
C  0.145  0.495  -0.421  -0.10
C  -1.354  0.555  -0.336  -0.30
C  0.729  -2.429  1.303  -0.68
H  0.342  -0.316  -1.108  0.19
H  1.695  0.883  0.953  0.14
H  -2.335  1.052  -2.207  0.36
H  0.184  0.572  1.721  0.19
H  2.320  -1.018  1.894  0.11
H  -1.654  1.515  -0.005  0.16
H  -2.710  -0.474  -1.546  0.34
H  -1.486  -0.185  0.562  0.19
H  0.125  2.359  -1.236  0.33
H  1.450  2.031  -0.396  0.35
H  1.528  -3.166  1.347  0.19
H  -0.364  -2.478  1.196  0.13



What are the relative energies? In eV: entry w 0.213; entry x 0.000.